Entry 1:
Here is a molecular structure, C26H31N6O6PPd from the Open Molecules 2025 dataset. Energies are from ωB97M-V/def2-TZVPD.

Results
* DFT total energy: -2258.13753 Ha
* E_HOMO (spin up / spin down): -11.962 / -11.937 eV
* expectation value of S²: 2.039
* ΔE to the lowest compared entry with this formula, charge and spin: 259.0 kJ/mol
* net charge: +2
* multiplicity: 3

Each line ends with the Löwdin charge.
Atoms and positions in Å:
Pd  -0.178  0.363  0.366  0.83
C  4.163  -1.201  0.432  0.00
C  2.939  -0.742  -0.341  -0.53
C  3.070  -0.876  -1.848  -0.01
O  2.636  0.590  0.003  -0.12
C  1.699  -1.644  0.210  -0.66
O  1.509  -2.703  -0.334  0.06
O  1.147  -1.082  1.188  -0.12
H  5.002  -0.549  0.199  0.09
H  4.420  -2.220  0.161  0.10
H  3.975  -1.157  1.502  0.09
H  3.908  -0.263  -2.181  0.09
H  2.160  -0.529  -2.342  0.09
H  3.252  -1.904  -2.142  0.09
H  2.132  0.971  -0.741  0.03
C  -14.026  0.572  -0.131  -0.03
O  -13.179  -0.561  -0.135  0.00
C  -11.859  -0.412  -0.141  -0.22
C  -11.072  -1.586  -0.131  0.06
C  -9.702  -1.512  -0.125  0.03
C  -9.046  -0.266  -0.131  -0.12
C  -9.833  0.896  -0.160  0.02
C  -11.205  0.831  -0.164  0.03
C  -7.608  -0.193  -0.095  -0.22
N  -6.786  -1.227  -0.127  0.23
C  -5.536  -0.725  -0.048  -0.12
C  -5.590  0.678  0.041  -0.08
N  -6.913  0.990  0.006  0.21
C  -4.444  1.495  0.155  -0.06
C  -4.464  2.896  0.250  0.03
C  -3.275  3.569  0.392  0.00
C  -2.086  2.842  0.449  -0.09
N  -2.040  1.529  0.335  0.04
C  -3.186  0.834  0.182  -0.11
C  -3.110  -0.605  0.076  -0.13
N  -1.890  -1.179  0.084  0.07
C  -1.767  -2.486  0.008  -0.05
C  -2.875  -3.338  -0.082  0.01
C  -4.137  -2.792  -0.105  0.04
C  -4.278  -1.399  -0.030  -0.06
H  -15.042  0.185  -0.121  0.11
H  -13.878  1.183  -1.026  0.11
H  -13.864  1.188  0.757  0.11
H  -11.576  -2.541  -0.124  0.14
H  -9.105  -2.411  -0.106  0.13
H  -9.373  1.871  -0.184  0.12
H  -11.777  1.744  -0.184  0.12
H  -7.309  1.914  0.074  0.16
H  -5.401  3.428  0.211  0.12
H  -3.230  4.642  0.469  0.12
H  -1.149  3.367  0.568  0.07
H  -0.758  -2.885  0.014  0.11
H  -2.715  -4.404  -0.120  0.12
H  -5.028  -3.400  -0.164  0.13
N  1.651  4.557  -2.768  0.11
C  2.587  4.004  -1.771  -0.16
P  1.286  3.441  -0.513  0.44
O  0.398  4.627  -0.434  -0.33
O  0.719  2.162  -1.074  -0.38
C  2.179  3.090  1.117  -0.20
N  1.393  2.166  1.955  0.08
H  1.185  3.785  -3.262  0.17
H  2.059  5.208  -3.445  0.18
H  0.914  5.016  -2.159  0.13
H  3.221  4.794  -1.376  0.11
H  3.206  3.216  -2.189  0.11
H  2.326  4.033  1.640  0.11
H  3.145  2.635  0.901  0.10
H  0.835  1.357  1.280  0.05
H  0.668  2.654  2.491  0.15
H  1.996  1.629  2.589  0.16

---

Entry 2:
Here is a molecular structure, CH3FIP from the Open Molecules 2025 dataset. Energies are from ωB97M-V/def2-TZVPD.

Results
* DFT total energy: -778.65438 Ha
* E_HOMO (spin up / spin down): -8.666 / -9.947 eV
* ΔE to the lowest compared entry with this formula, charge and spin: 421.0 kJ/mol

Each line ends with the Löwdin charge.
Atoms and positions in Å:
C  -0.502  0.065  -0.540  -0.96
F  1.832  0.919  0.129  -0.39
P  1.202  -0.479  -0.268  0.69
I  -1.786  -1.577  -0.739  0.69
H  -0.972  0.988  1.650  0.13
H  -0.716  0.770  -1.274  -0.07
H  0.941  -0.686  1.040  -0.09

---

Entry 3:
Here is 4 unconnected molecules or ions with the total composition C26H61NO8PS3 from the Open Molecules 2025 dataset. Energies are from ωB97M-V/def2-TZVPD.

Results
* DFT total energy: -3219.38605 Ha
* E_HOMO: -4.482 eV
* net charge: -1

Each line ends with the Löwdin charge.
Atoms and positions in Å:
C  -5.276  0.734  5.449  -0.15
C  -5.618  2.247  4.906  -0.27
C  -4.492  2.892  3.904  -0.18
C  -4.871  2.793  2.298  -0.22
N  -4.091  1.727  1.555  -0.22
C  -4.987  0.511  1.478  -0.24
C  -4.189  -0.919  1.281  -0.18
C  -3.297  -1.138  2.660  -0.21
C  -2.191  -2.360  2.542  -0.15
C  -1.313  -2.334  3.926  -0.36
O  -1.876  -1.428  4.944  -0.39
P  -0.784  -0.031  5.014  0.39
O  0.688  -0.976  4.916  -0.42
C  0.286  -1.979  3.892  -0.67
S  1.182  -1.778  2.260  0.64
C  -3.607  2.192  0.200  -0.93
S  -4.737  2.594  -1.053  0.53
S  -1.783  2.434  -0.279  0.79
C  -0.705  1.093  0.460  -0.45
C  0.470  0.539  -0.594  -0.28
C  0.176  0.934  -2.159  -0.19
H  -6.017  0.521  6.358  0.07
H  -4.182  0.644  5.908  0.08
H  -5.473  -0.106  4.654  0.05
H  -5.644  2.945  5.871  0.10
H  -6.709  2.221  4.482  0.10
H  -3.403  2.465  4.087  0.11
H  -4.442  4.060  4.148  0.11
H  -6.037  2.714  2.194  0.12
H  -4.574  3.841  1.813  0.12
H  -5.527  0.431  2.540  0.12
H  -5.848  0.573  0.688  0.10
H  -5.001  -1.793  1.241  0.12
H  -3.552  -0.898  0.300  0.11
H  -2.717  -0.130  2.833  0.09
H  -4.083  -1.360  3.516  0.11
H  -2.832  -3.365  2.478  0.11
H  -1.567  -2.319  1.553  0.09
H  -1.323  -3.435  4.323  0.13
H  -2.018  0.740  4.870  -0.07
H  -0.628  0.088  3.562  -0.02
H  -0.151  1.270  5.022  -0.08
H  -0.815  0.052  6.457  -0.03
H  0.772  -2.978  4.313  0.10
H  2.368  -1.003  2.457  -0.12
H  -1.280  0.175  0.904  0.07
H  -0.088  1.607  1.342  0.09
H  1.531  0.996  -0.323  0.09
H  0.585  -0.638  -0.559  0.09
H  0.419  2.083  -2.350  0.08
H  0.912  0.339  -2.886  0.07
H  -0.921  0.724  -2.524  0.07
C  -0.343  -2.782  -4.153  -0.10
O  -1.311  -1.737  -4.209  -0.21
C  -1.398  -1.146  -5.509  -0.20
C  -2.584  -1.707  -6.300  -0.19
O  -2.414  -3.101  -6.579  -0.20
C  -3.131  -3.930  -5.668  -0.11
H  -0.537  -3.380  -3.255  0.10
H  -0.393  -3.441  -5.023  0.08
H  0.657  -2.349  -4.076  0.07
H  -0.458  -1.279  -6.059  0.12
H  -1.552  -0.072  -5.361  0.12
H  -2.637  -1.192  -7.263  0.12
H  -3.531  -1.530  -5.771  0.13
H  -4.186  -3.957  -5.949  0.08
H  -3.038  -3.584  -4.633  0.09
H  -2.721  -4.940  -5.732  0.09
C  6.911  3.069  2.059  -0.12
O  6.100  1.959  2.435  -0.20
C  4.876  2.366  3.052  -0.19
C  3.710  2.334  2.057  -0.19
O  3.890  3.294  1.011  -0.20
C  4.412  2.710  -0.180  -0.11
H  7.660  2.716  1.339  0.09
H  6.331  3.867  1.590  0.08
H  7.428  3.457  2.939  0.08
H  4.981  3.359  3.505  0.12
H  4.670  1.650  3.855  0.13
H  2.792  2.605  2.585  0.13
H  3.573  1.327  1.640  0.11
H  3.610  2.204  -0.722  0.07
H  5.219  1.999  0.028  0.08
H  4.812  3.511  -0.805  0.09
C  4.423  -1.311  -2.344  -0.10
O  3.649  -1.658  -3.489  -0.20
C  3.611  -0.606  -4.458  -0.20
C  4.613  -0.852  -5.590  -0.19
O  5.962  -0.815  -5.112  -0.20
C  6.494  -2.117  -4.882  -0.11
H  4.663  -2.234  -1.802  0.09
H  5.358  -0.814  -2.610  0.08
H  3.835  -0.663  -1.689  0.08
H  3.784  0.367  -3.982  0.13
H  2.600  -0.597  -4.880  0.11
H  4.513  -0.050  -6.327  0.12
H  4.409  -1.804  -6.100  0.13
H  6.797  -2.562  -5.833  0.08
H  5.776  -2.775  -4.383  0.08
H  7.373  -2.017  -4.242  0.09

---

Entry 4:
Here is a molecular structure, C6H20FN3OP2STi from the Open Molecules 2025 dataset. Energies are from ωB97M-V/def2-TZVPD.

Results
* DFT total energy: -2510.40550 Ha
* E_HOMO (spin up / spin down): -6.125 / -6.126 eV
* ΔE to the lowest compared entry with this formula, charge and spin: 3.0 kJ/mol

Each line ends with the Löwdin charge.
Atoms and positions in Å:
Ti  1.592  -0.347  -1.080  0.53
C  0.470  2.906  0.709  -0.26
P  -0.090  1.536  -0.353  0.82
C  -0.844  2.390  -1.770  -0.27
C  -1.558  0.884  0.544  -0.41
C  -2.010  -0.447  -0.071  -0.41
P  -0.670  -1.698  0.091  0.82
C  -1.042  -2.454  1.719  -0.28
C  -1.186  -2.997  -1.073  -0.26
H  1.268  3.441  0.195  0.05
H  0.856  2.498  1.644  0.02
H  -0.342  3.601  0.928  0.05
H  -1.556  3.148  -1.444  0.05
H  -1.338  1.655  -2.405  0.04
H  -0.054  2.842  -2.368  0.02
H  -2.365  1.622  0.535  0.09
H  -1.260  0.741  1.588  0.07
H  -2.199  -0.327  -1.142  0.08
H  -2.937  -0.804  0.385  0.08
H  -2.045  -2.885  1.736  0.04
H  -0.971  -1.703  2.508  0.03
H  -0.314  -3.238  1.929  0.04
H  -2.216  -3.319  -0.910  0.05
H  -0.516  -3.851  -0.971  0.05
H  -1.075  -2.607  -2.086  0.04
O  0.670  -0.379  -2.662  -0.77
S  1.795  0.761  -3.282  0.64
N  2.671  0.841  -1.872  -0.60
N  1.905  0.018  2.156  -0.02
N  2.596  0.221  0.920  -0.14
H  2.563  -0.108  2.918  0.08
H  1.383  -0.845  2.058  0.04
H  3.429  -0.356  0.831  0.09
H  2.866  1.195  0.842  0.08
F  2.524  -1.935  -0.751  -0.50